Record 1
A molecular structure, C7H16NO2Si2 in a non-equilibrium geometry. Source: OMol25; level of theory: wB97M-V/def2-TZVPD.

Structure (XYZ):
```
28
Properties=species:S:1:pos:R:3:forces:R:3
C -1.177580 -0.422439 2.601850 5.6 1.4 8.4
C -1.919912 -0.607162 1.523810 -5.3 -1.2 -9.0
C 0.754981 1.896617 0.080909 -1.3 -1.9 -0.7
C 2.648061 -0.647235 1.282736 -0.1 0.1 -0.6
C 2.754744 -0.246555 -1.898278 -0.2 0.0 0.5
C -1.915654 -1.230050 -1.451264 0.2 0.4 0.4
C -2.706729 1.596271 -0.464046 0.5 -0.2 0.0
N 0.146624 0.574568 -0.308166 0.9 1.3 0.6
O 1.998448 1.726497 0.024464 1.2 -0.2 0.0
O 0.091920 2.862011 0.371546 -0.6 1.0 0.3
Si 1.672520 -0.325864 -0.330714 0.2 0.1 0.0
Si -1.496730 0.140581 -0.181194 -1.2 -0.7 0.2
H -1.406322 -0.854748 3.569562 0.1 0.0 0.0
H -0.285447 0.180124 2.554326 0.2 0.1 0.2
H -2.813131 -1.221106 1.619468 0.0 0.0 -0.2
H 3.460619 0.059320 1.406882 0.1 0.2 0.0
H 1.997177 -0.552836 2.145098 -0.2 0.0 0.2
H 3.062465 -1.651531 1.291656 0.0 -0.3 0.0
H 3.388794 0.629820 -1.922134 0.1 0.3 0.1
H 3.384524 -1.128493 -1.949686 0.1 -0.3 0.0
H 2.128338 -0.236570 -2.784472 -0.2 0.0 -0.2
H -2.980921 -1.445337 -1.476646 -0.2 0.0 0.1
H -1.607404 -0.947461 -2.453377 0.1 0.2 -0.2
H -1.393874 -2.147095 -1.199490 0.1 -0.1 0.1
H -3.359451 1.729495 0.392964 -0.1 0.0 0.2
H -2.143299 2.513695 -0.584346 0.2 0.2 0.0
H -3.328685 1.452852 -1.343518 -0.1 -0.1 -0.2
H 1.045911 -1.697377 -0.517936 0.1 -0.2 0.0
```
Forces are in eV/Å.

The total energy is -1060.5480 hartree. Its spin multiplicity is 3. The expectation value of S² is 2.0057. Its HOMO-LUMO gap (alpha / beta) is 0.21476 / 0.22188 hartree. The LUMO energy (alpha / beta) is 3.635 / 0.805 eV. For the highest occupied orbital energy (alpha / beta), the calculation gives -2.2 / -5.2 eV. As for the total charge: -1.

Record 2
A gas-phase ion, C3H8NO (charge +1) in a non-equilibrium geometry. Source: OMol25; level of theory: wB97M-V/def2-TZVPD.

Structure (XYZ):
```
13
Properties=species:S:1:pos:R:3:forces:R:3
C 1.387598 -1.286139 -0.785223 0.9 -0.2 -0.7
C 0.204087 -0.872860 -0.454917 -2.4 2.1 1.2
C -0.154191 0.611427 -0.320975 0.4 0.9 -2.1
N -0.652933 0.765063 1.094427 0.9 -0.3 -0.2
O -1.343720 0.918761 -1.088194 0.8 -0.1 1.2
H 1.635092 -2.332267 -0.766492 0.3 -0.1 -0.2
H 2.078568 -0.521836 -1.156679 0.2 -0.6 0.3
H -0.747186 -1.376973 -0.101519 1.6 -0.4 -0.7
H 0.607554 1.551755 -0.482588 -1.3 -2.8 0.4
H -1.260693 1.505253 0.916553 -2.1 1.9 0.3
H -1.215287 -0.039102 1.458996 1.0 0.6 -0.1
H 0.100379 1.160995 1.679184 -0.4 -0.9 0.2
H -1.239173 0.748674 -2.035402 0.3 -0.1 0.2
```
Forces are in eV/Å.

The total energy is -248.7872 hartree. Its energy above the lowest of the compared OMol25 structures with the same formula, charge and spin is 127.8 kJ/mol. Its HOMO-LUMO gap is 0.42194 hartree. The LUMO energy is -3.615 eV. For the highest occupied orbital energy, the calculation gives -15.1 eV. Its structure (SMILES) is C=C[C@H]([NH3+])O. As for the total charge: +1.

Record 3
A single C2H3N3O molecule in a non-equilibrium geometry. Source: OMol25; level of theory: wB97M-V/def2-TZVPD.

Structure (XYZ):
```
9
Properties=species:S:1:pos:R:3:forces:R:3
O -0.234859 -0.221226 -1.933908 -0.2 0.2 -0.4
C -0.167687 0.056043 -0.629593 -0.5 -0.2 0.1
C -0.142148 -0.800581 0.407545 -0.8 -0.3 -0.7
N 0.064698 -0.022186 1.548587 0.2 -0.2 -0.4
N 0.065634 1.304765 1.124389 0.5 -0.2 -0.3
N -0.113578 1.337639 -0.138920 0.0 -0.1 0.2
H -0.284448 0.616765 -2.407765 0.0 0.0 -0.1
H -0.212102 -1.863778 0.538264 0.1 -0.1 -0.4
H 1.024321 -0.421314 1.484074 0.6 0.9 2.0
```
Forces are in eV/Å.

The total energy is -317.4300 hartree. Its energy above the lowest of the compared OMol25 structures with the same formula, charge and spin is 268.6 kJ/mol. Its HOMO-LUMO gap is 0.37332 hartree. The LUMO energy is 0.652 eV. For the highest occupied orbital energy, the calculation gives -9.5 eV. Its structure (SMILES) is Oc1c[nH]nn1. As for the total charge: 0.

Record 4
6 unconnected molecules or ions with the total composition C24H30F18O12 in a non-equilibrium geometry. Source: OMol25; level of theory: wB97M-V/def2-TZVPD.

Structure (XYZ):
```
84
Properties=species:S:1:pos:R:3:forces:R:3
C 0.342791 -2.137285 -6.458657 -1.3 0.1 -1.7
C -0.067843 -0.684427 -6.678971 0.6 0.3 0.8
O -1.469351 -0.503352 -6.389709 -0.1 -0.4 0.8
C -2.351163 -0.757984 -7.329018 0.1 0.0 0.1
O -2.126769 -0.868706 -8.494814 -0.3 -0.2 -0.4
C -3.769096 -0.885064 -6.703523 -0.2 0.5 0.4
F -4.430922 0.286801 -6.844798 0.2 -0.6 -0.1
F -4.469805 -1.852543 -7.303406 0.2 0.3 0.2
F -3.699597 -1.147262 -5.382827 -0.2 0.0 -0.7
H 1.356186 -2.358290 -6.785564 0.2 0.3 0.4
H -0.284972 -2.662903 -7.189618 0.1 -0.5 0.4
H 0.112745 -2.465662 -5.452895 0.2 -0.1 0.0
H 0.109969 -0.281547 -7.672368 0.3 -0.2 0.0
H 0.406656 -0.109159 -5.890182 0.1 0.5 -0.5
C 2.725824 -3.515313 -3.738097 0.8 -0.5 0.5
C 3.701998 -4.620470 -3.311062 -1.5 0.6 -0.1
O 4.915683 -4.350419 -4.014349 0.5 0.4 0.1
C 5.850494 -5.283640 -3.959247 -0.7 -0.4 -0.2
O 5.714354 -6.334654 -3.413448 0.4 -0.4 0.3
C 7.096393 -4.961685 -4.814548 -1.0 -0.5 0.1
F 8.145028 -5.535350 -4.256343 0.6 0.4 0.3
F 6.949527 -5.508043 -6.021022 -0.2 -0.2 -0.5
F 7.244021 -3.663835 -4.987048 0.6 0.6 0.2
H 2.544765 -3.653973 -4.800861 -0.5 0.2 0.0
H 3.159330 -2.530998 -3.566152 0.0 0.0 0.0
H 1.844432 -3.606485 -3.104177 -0.3 0.0 -0.4
H 3.263141 -5.577964 -3.591163 0.4 -0.2 -0.2
H 3.789818 -4.646448 -2.225203 0.7 0.1 0.0
C 0.025307 4.983727 -1.002495 -0.2 -0.4 0.1
C -0.203367 3.481711 -1.060802 -0.6 0.3 1.1
O -1.265573 3.184142 -1.970057 0.0 -0.5 -1.3
C -2.327512 2.496668 -1.574593 0.5 0.5 0.1
O -2.680623 2.362072 -0.448500 -0.4 -0.5 0.7
C -3.145778 1.929378 -2.754612 0.2 -0.2 -0.7
F -3.356124 0.613303 -2.647409 0.1 0.2 0.4
F -4.337722 2.523476 -2.785323 0.0 0.2 -0.1
F -2.514742 2.121287 -3.920278 -0.4 0.2 0.1
H -0.894038 5.555821 -0.877176 -0.2 -0.3 0.0
H 0.485632 5.329527 -1.925610 0.3 0.1 0.2
H 0.608707 5.163896 -0.098545 0.4 0.3 -0.3
H -0.508382 3.096350 -0.081919 0.1 0.1 0.0
H 0.685049 2.932233 -1.372715 -0.1 0.1 -0.3
C -0.104873 -0.193361 1.759637 1.1 1.0 -0.6
C 0.919966 0.081149 0.645944 0.2 0.1 1.6
O 0.365128 -0.229813 -0.611908 -0.8 -0.7 -0.8
C 0.965752 0.127812 -1.724466 -0.1 0.5 0.0
O 1.962526 0.780939 -1.824456 0.3 -0.2 0.0
C 0.148224 -0.218410 -3.009472 0.8 0.9 0.9
F 0.938641 -0.858141 -3.869860 0.0 -0.5 0.1
F -0.956125 -0.888441 -2.779655 -0.2 -0.5 -0.1
F -0.160634 0.960581 -3.558424 -0.2 0.0 -0.2
H -0.477541 -1.211329 1.784372 -0.1 0.0 0.0
H -0.874593 0.573036 1.694073 -0.4 -0.4 0.0
H 0.492231 0.045342 2.642842 -0.3 -0.3 0.3
H 1.831268 -0.490140 0.841344 -0.1 -0.2 -0.4
H 1.204055 1.134182 0.724956 0.0 0.0 -0.4
C -1.027981 2.830037 8.968714 0.4 -0.4 0.0
C -2.103792 2.967112 7.904589 -0.5 0.3 1.5
O -1.429776 3.232056 6.691956 0.6 0.1 -0.7
C -2.059514 3.072417 5.543833 0.6 -0.4 0.6
O -3.183907 2.721772 5.403837 -0.9 -0.2 -0.3
C -1.129034 3.327698 4.338019 -0.6 0.6 0.4
F -1.475295 4.502381 3.794647 -0.1 0.1 -0.3
F 0.154908 3.406638 4.646363 0.3 -0.3 0.0
F -1.335241 2.363768 3.450647 0.3 -0.2 -0.3
H -0.268168 3.610904 8.936601 -0.3 0.3 -0.1
H -0.455436 1.911926 8.817204 -0.2 -0.1 -0.1
H -1.443801 2.790755 9.975553 -0.1 0.1 -0.1
H -2.808588 3.774442 8.133164 0.3 0.2 -0.2
H -2.749722 2.087838 7.899985 0.3 -0.2 -0.6
C -2.836552 -1.000122 7.012040 0.0 -0.1 0.3
C -2.115571 -0.821721 5.669787 -1.5 -1.0 1.3
O -0.928639 -0.094637 5.937603 1.2 1.0 -0.1
C 0.249743 -0.660975 5.653540 -1.5 -0.2 -0.3
O 0.365131 -1.753736 5.199378 0.7 -0.6 -0.2
C 1.461794 0.238946 5.896743 -0.4 0.4 0.3
F 1.159774 1.369306 6.527396 -0.1 0.2 0.2
F 2.347088 -0.419325 6.629724 0.4 -0.1 -0.1
F 1.986373 0.571390 4.718166 0.3 -0.1 -0.2
H -3.067764 -0.030319 7.447557 0.0 0.1 0.0
H -2.250009 -1.559097 7.744297 0.3 0.1 -0.2
H -3.773999 -1.554932 6.932353 0.0 0.1 -0.4
H -2.794207 -0.242535 5.043843 0.5 0.1 -0.4
H -1.916306 -1.812326 5.266637 0.2 0.3 -0.4
```
Forces are in eV/Å.

The total energy is -3633.0631 hartree. Its energy above the lowest of the compared OMol25 structures with the same formula, charge and spin is 102.1 kJ/mol. Its HOMO-LUMO gap is 0.42423 hartree. The LUMO energy is 0.355 eV. For the highest occupied orbital energy, the calculation gives -11.2 eV. Its structure (SMILES) is CCOC(=O)C(F)(F)F.CCOC(=O)C(F)(F)F.CCOC(=O)C(F)(F)F.CCOC(=O)C(F)(F)F.CCOC(=O)C(F)(F)F.CCOC(=O)C(F)(F)F. As for the total charge: 0.

Record 5
A single C3H5NO3 molecule in a non-equilibrium geometry. Source: OMol25; level of theory: wB97M-V/def2-TZVPD.

Structure (XYZ):
```
12
Properties=species:S:1:pos:R:3:forces:R:3
C -1.348817 0.467616 1.012633 0.2 2.8 2.8
C -0.087095 -0.049030 0.413858 2.7 -0.7 1.2
C 0.096097 0.160054 -1.155701 0.1 3.1 3.4
H -2.270848 0.036832 0.665584 -0.1 -0.1 -0.6
H -1.538111 0.641086 2.223492 1.3 -1.1 -3.0
H -1.188600 1.535410 0.682161 -1.2 -0.7 0.1
H 2.579558 -1.336650 0.784752 -0.3 0.6 -0.2
H 0.313341 -0.715063 -2.660837 0.4 0.0 -2.3
N 0.964802 -0.367842 1.152949 -2.2 -0.1 -2.7
O 2.047813 -0.708849 0.258699 -0.2 0.0 1.1
O 0.275290 -0.953179 -1.757917 -0.4 -1.8 0.0
O 0.156570 1.289613 -1.619673 -0.4 -1.9 0.3
```
Forces are in eV/Å.

The total energy is -397.7047 hartree. Its energy above the lowest of the compared OMol25 structures with the same formula, charge and spin is 346.4 kJ/mol. Its HOMO-LUMO gap is 0.38881 hartree. The LUMO energy is 0.706 eV. For the highest occupied orbital energy, the calculation gives -9.9 eV. Its structure (SMILES) is C/C(=N/O)C(=O)O. As for the total charge: 0.

Record 6
A gas-phase ion, C3H8NO2 (charge +1) in a non-equilibrium geometry. Source: OMol25; level of theory: wB97M-V/def2-TZVPD.

Structure (XYZ):
```
14
Properties=species:S:1:pos:R:3:forces:R:3
O -1.854398 1.506632 1.513682 0.1 0.2 0.6
C -1.401961 0.423829 0.930210 -0.2 -0.1 -0.8
C -0.098559 0.694520 0.180218 0.1 -0.2 0.9
N 0.277857 -0.592345 -0.476449 -0.9 0.4 -0.6
C 1.637733 -0.782068 -1.046182 0.5 1.5 0.5
O -1.926459 -0.656488 0.892780 0.2 -0.2 0.3
H -2.567404 1.280770 2.141583 0.0 0.1 -0.3
H 0.639494 0.956122 0.940630 0.2 0.1 -0.3
H -0.228368 1.497848 -0.526961 0.2 0.2 -0.3
H 0.012509 -1.311845 0.200508 0.1 -0.3 0.0
H -0.405689 -0.713444 -1.230347 0.0 -0.2 0.1
H 2.358739 -0.639722 -0.244231 0.0 -0.8 0.1
H 1.899285 0.054217 -1.700725 -0.6 -0.2 -0.3
H 1.657222 -1.718025 -1.574715 0.3 -0.3 0.1
```
Forces are in eV/Å.

The total energy is -324.1038 hartree. Its energy above the lowest of the compared OMol25 structures with the same formula, charge and spin is 61.6 kJ/mol. Its HOMO-LUMO gap is 0.45006 hartree. The LUMO energy is -3.504 eV. For the highest occupied orbital energy, the calculation gives -15.8 eV. Its structure (SMILES) is C[NH2+]CC(=O)O. As for the total charge: +1.